C4H11N2O2 | the ωB97M-V functional and the def2-TZVPD basis

The molar mass comes out at 119.14 g/mol. The calculated total energy is -11393.938 eV. Its energy above the lowest of the compared OMol25 structures with the same formula, charge and spin is 50.4 kcal per mole. As for the charge: +1. As for the SMILES: N[C@H](CC[NH3+])C(=O)O. As for the HOMO energy: -13.5 eV. For the LUMO energy, the calculation gives -3.56 eV. The value obtained for the orbital gap is 9.96 eV. The largest force on an atom is 4.731 eV/Å. Its spin multiplicity is 1.

```
19
C4H11N2O2 | the OMol25 dataset | the ωB97M-V functional and the def2-TZVPD basis
N -1.465 0.356 -0.940
C -0.970 -0.093 0.311
C 0.514 -0.353 0.165
C 1.509 0.795 0.198
N 1.757 1.003 -1.341
C -1.578 -1.329 0.993
O -1.443 -2.492 0.591
O -1.947 -1.192 2.231
H -2.126 1.135 -0.921
H -1.881 -0.445 -1.407
H -0.992 0.928 1.017
H 0.748 -0.909 -0.738
H 0.876 -1.147 0.812
H 2.468 0.581 0.687
H 1.141 1.818 0.582
H 2.684 0.702 -1.552
H 1.926 2.022 -1.594
H 0.989 0.576 -1.878
H -2.211 -1.955 2.785
```